An isolated molecule of C7H11NO at a distorted geometry, computed with the ωB97M-V functional and the def2-TZVPD basis.

Geometry (Å):
C (-0.82, -1.23, 0.52)
C (0.54, 1.14, 2.03)
C (0.67, 0.00, -1.22)
C (-0.63, -0.86, -0.91)
C (-1.26, 0.20, 0.52)
C (-0.24, 1.14, 0.74)
C (1.90, -0.26, -0.72)
O (0.62, 0.48, -2.50)
N (-1.25, -1.25, -1.99)
H (-0.09, -0.03, -2.94)
H (-2.26, -1.30, -1.88)
H (-1.66, -1.92, 0.66)
H (0.09, -1.50, 1.06)
H (-2.23, 0.52, 0.18)
H (-0.40, 2.12, 0.31)
H (2.03, -0.54, 0.31)
H (2.78, -0.05, -1.32)
H (1.12, 0.22, 2.16)
H (1.24, 1.98, 2.09)
H (-0.14, 1.16, 2.88)

Output
**Kohn-Sham gap (spin up / spin down)**: 7.5 / 7.6 eV

***

A cluster of 2 separate species, C3H10S in total, computed with the ωB97M-V functional and the def2-TZVPD basis.

Geometry (Å):
C (-0.20, 0.47, 1.42)
C (-1.60, -0.09, 1.19)
H (-0.01, 1.31, 0.76)
H (0.56, -0.27, 1.20)
H (-0.09, 0.78, 2.46)
H (-1.74, -0.43, 0.17)
H (-1.80, -0.96, 1.82)
H (-2.36, 0.66, 1.42)
C (1.58, -0.58, -1.66)
S (0.32, 0.28, -2.63)
H (1.16, -1.47, -1.21)
H (2.37, -0.84, -2.37)
H (2.02, 0.08, -0.92)
H (-0.20, 1.05, -1.66)

Output
**Kohn-Sham gap**: 10.1 eV
**SMILES**: CC.CS

***

A structure of composition C10H13IrNPS at a distorted geometry, computed with the ωB97M-V functional and the def2-TZVPD basis.

Geometry (Å):
C (-0.67, 0.59, -3.08)
C (-1.65, 1.63, -3.37)
C (-0.88, 2.80, -3.59)
C (0.47, 2.46, -3.91)
C (0.67, 1.11, -3.44)
Ir (1.66, -0.67, -0.79)
P (0.26, -2.39, -0.61)
H (-0.88, -0.41, -2.69)
H (-2.72, 1.57, -3.43)
H (-1.32, 3.79, -3.64)
H (1.61, 0.59, -3.42)
H (1.21, 3.09, -4.40)
H (0.76, -3.68, -1.06)
H (-1.06, -2.35, -1.25)
H (-0.12, -2.83, 0.74)
S (0.40, 0.65, 0.31)
C (0.31, 0.08, 1.97)
N (-0.83, -0.57, 2.37)
C (-0.94, -1.13, 3.62)
C (0.11, -1.00, 4.50)
C (1.29, -0.32, 4.12)
C (1.37, 0.21, 2.83)
H (-1.60, -0.62, 1.71)
H (-1.87, -1.66, 3.83)
H (0.04, -1.45, 5.48)
H (2.12, -0.19, 4.79)
H (2.25, 0.71, 2.42)

Output
**Kohn-Sham gap (spin up / spin down)**: 4.5 / 6.3 eV
**Spin multiplicity**: 5

***

A cluster of 2 separate species, C3H5N3 in total at a distorted geometry, computed with the ωB97M-V functional and the def2-TZVPD basis.

Geometry (Å):
C (0.47, 0.93, 1.19)
N (1.06, 0.05, 0.16)
C (0.38, -0.92, -0.34)
N (-0.03, -1.98, -0.69)
C (-1.64, 0.39, -1.06)
N (-2.06, -0.42, -1.80)
H (-0.42, 1.38, 0.75)
H (1.23, 1.65, 1.48)
H (0.20, 0.32, 2.06)
H (1.72, 0.48, -0.48)
H (-0.90, -1.88, -1.27)

Output
**Kohn-Sham gap**: 9.3 eV

***

A structure of composition C28H47BIrN7O4S4Si, computed with the ωB97M-V functional and the def2-TZVPD basis.

Geometry (Å):
Ir (0.38, 0.68, 0.06)
C (3.33, 1.36, 4.26)
S (2.45, -0.21, 4.20)
C (1.63, -0.13, 2.68)
S (2.08, 1.09, 1.49)
N (0.76, -1.06, 2.47)
N (0.21, -0.97, 1.23)
C (-0.49, -1.95, 0.78)
C (-1.13, -1.76, -0.51)
C (-1.92, -2.73, -1.10)
C (-2.52, -2.46, -2.32)
C (-2.31, -1.22, -2.91)
C (-1.51, -0.30, -2.27)
N (-0.93, -0.56, -1.10)
H (3.72, 1.43, 5.28)
H (2.65, 2.19, 4.09)
H (4.16, 1.40, 3.56)
H (-0.62, -2.84, 1.38)
H (-2.06, -3.68, -0.61)
H (-3.15, -3.20, -2.80)
H (-2.77, -0.97, -3.85)
H (-1.31, 0.69, -2.67)
C (-0.55, 3.00, -4.41)
N (0.82, 2.95, -3.92)
C (1.95, 3.04, -4.71)
C (3.00, 2.91, -3.88)
N (2.53, 2.76, -2.60)
B (3.39, 2.69, -1.29)
N (4.11, 1.30, -1.26)
C (5.48, 1.14, -1.17)
C (5.74, -0.19, -1.10)
N (4.53, -0.83, -1.14)
C (4.33, -2.27, -1.08)
C (3.55, 0.09, -1.24)
S (1.89, -0.39, -1.49)
C (1.19, 2.76, -2.64)
S (0.01, 2.56, -1.38)
H (-0.54, 3.46, -5.40)
H (-1.16, 3.60, -3.75)
H (-0.97, 2.00, -4.49)
H (1.89, 3.20, -5.77)
H (4.06, 2.95, -4.09)
H (4.22, 3.56, -1.26)
H (2.60, 2.76, -0.41)
H (6.14, 1.98, -1.16)
H (6.67, -0.73, -1.03)
H (5.30, -2.74, -0.96)
H (3.86, -2.64, -1.98)
H (3.70, -2.52, -0.22)
C (-1.06, 5.31, 1.09)
C (-0.84, 4.77, 2.49)
C (0.61, 4.37, 2.69)
C (-1.26, 5.81, 3.53)
O (-1.69, 3.64, 2.71)
Si (-1.85, 2.06, 2.40)
O (-1.00, 1.49, 1.14)
O (-3.43, 1.77, 2.16)
C (-4.30, 1.97, 1.04)
C (-5.71, 1.75, 1.56)
C (-3.97, 0.96, -0.05)
C (-4.14, 3.39, 0.50)
O (-1.35, 1.17, 3.66)
C (-1.68, 1.23, 5.06)
C (-1.50, -0.18, 5.60)
C (-0.71, 2.20, 5.74)
C (-3.12, 1.70, 5.25)
H (-0.42, 6.18, 0.92)
H (-2.10, 5.62, 0.95)
H (-0.81, 4.55, 0.35)
H (1.27, 5.23, 2.56)
H (0.89, 3.61, 1.96)
H (0.76, 3.97, 3.70)
H (-0.70, 6.73, 3.40)
H (-1.08, 5.43, 4.54)
H (-2.32, 6.03, 3.43)
H (-5.79, 0.74, 1.98)
H (-6.44, 1.86, 0.76)
H (-5.94, 2.47, 2.34)
H (-4.03, -0.05, 0.34)
H (-2.95, 1.13, -0.42)
H (-4.66, 1.06, -0.89)
H (-4.29, 4.12, 1.31)
H (-4.86, 3.59, -0.29)
H (-3.13, 3.54, 0.10)
H (-0.47, -0.51, 5.42)
H (-2.18, -0.86, 5.09)
H (-1.70, -0.21, 6.67)
H (0.31, 1.85, 5.61)
H (-0.92, 2.26, 6.81)
H (-0.81, 3.20, 5.31)
H (-3.81, 1.03, 4.74)
H (-3.26, 2.71, 4.86)
H (-3.37, 1.71, 6.32)

Output
**Kohn-Sham gap (spin up / spin down)**: 6.9 / 5.8 eV
**Spin multiplicity**: 2
**Net charge**: +1

***

A structure of composition C3H9N2S2, computed with the ωB97M-V functional and the def2-TZVPD basis.

Geometry (Å):
C (2.61, -1.34, -2.00)
C (2.23, -1.36, -0.53)
C (0.30, -0.15, 0.97)
N (-0.61, 0.51, 1.54)
N (-2.87, 1.21, 0.50)
S (1.24, -1.96, -2.99)
S (0.43, -0.91, -0.49)
H (2.83, -0.32, -2.34)
H (3.48, -1.97, -2.18)
H (2.31, -2.36, -0.10)
H (2.80, -0.66, 0.08)
H (-1.62, 0.82, 1.07)
H (-0.49, 0.80, 2.51)
H (-2.97, 0.79, -0.42)
H (-2.92, 2.22, 0.40)
H (-3.65, 0.90, 1.08)

Output
**Kohn-Sham gap (spin up / spin down)**: 9.3 / 6.9 eV
**Spin multiplicity**: 3
**Net charge**: +1

***

A structure of composition C5H5CrO at a distorted geometry, computed with the ωB97M-V functional and the def2-TZVPD basis.

Geometry (Å):
C (1.84, 0.80, -0.34)
C (2.15, 0.72, -1.62)
C (2.03, -0.64, -0.68)
O (0.97, -1.45, -0.57)
Cr (-0.47, -0.84, 0.41)
H (1.75, 2.02, -0.55)
H (2.91, 1.00, -2.35)
H (2.99, -1.14, -0.47)
C (-2.43, -0.40, 1.10)
C (-3.59, -0.11, 1.54)
H (-4.27, -0.90, 1.90)
H (-3.88, 0.95, 1.64)

Output
**Kohn-Sham gap (spin up / spin down)**: 5.9 / 5.8 eV
**Spin multiplicity**: 5
**Net charge**: +1

***

A cluster of 2 separate species, C3H5ClN in total at a distorted geometry, computed with the ωB97M-V functional and the def2-TZVPD basis.

Geometry (Å):
C (-0.86, -2.37, 0.96)
C (-1.52, -0.83, -0.48)
C (-0.68, -1.95, -0.26)
N (1.64, 2.36, -0.12)
Cl (-2.82, 0.19, -0.24)
H (-0.25, -2.33, -1.13)
H (1.24, 1.59, -0.68)
H (1.21, 3.26, -0.29)
H (2.56, 2.29, 0.24)
H (-0.52, -2.22, 2.01)

Output
**Kohn-Sham gap (spin up / spin down)**: 4.6 / 4.5 eV
**Net charge**: +1

***

A cluster of 7 separate species, C22H48O12S5 in total at a distorted geometry, computed with the ωB97M-V functional and the def2-TZVPD basis.

Geometry (Å):
O (13.08, 9.78, 13.96)
S (13.12, 8.42, 14.43)
O (11.99, 7.56, 14.11)
C (14.68, 7.57, 13.75)
C (15.73, 7.54, 14.85)
C (14.94, 7.30, 16.12)
C (13.74, 8.27, 16.19)
H (14.93, 8.09, 12.82)
H (14.35, 6.56, 13.52)
H (16.41, 6.70, 14.69)
H (16.29, 8.48, 14.87)
H (15.54, 7.42, 17.02)
H (14.51, 6.29, 16.14)
H (14.03, 9.28, 16.48)
H (12.92, 7.91, 16.81)
O (14.44, 18.36, 11.28)
S (13.14, 17.93, 10.78)
O (11.99, 18.74, 11.06)
C (13.26, 17.58, 9.01)
C (13.63, 16.10, 8.92)
C (12.86, 15.34, 10.02)
C (12.91, 16.17, 11.31)
H (14.04, 18.22, 8.60)
H (12.26, 17.76, 8.60)
H (13.35, 15.67, 7.95)
H (14.71, 15.98, 9.07)
H (13.31, 14.35, 10.19)
H (11.82, 15.19, 9.73)
H (13.75, 15.93, 11.98)
H (12.02, 16.06, 11.94)
O (14.33, 11.82, 9.36)
S (15.72, 12.00, 9.06)
O (16.62, 12.79, 9.87)
C (16.37, 10.28, 8.78)
C (17.19, 10.36, 7.50)
C (17.18, 11.82, 6.96)
C (15.88, 12.54, 7.35)
H (15.43, 9.72, 8.70)
H (16.90, 9.98, 9.69)
H (18.21, 10.01, 7.65)
H (16.76, 9.66, 6.77)
H (17.29, 11.75, 5.88)
H (18.01, 12.36, 7.42)
H (15.04, 12.09, 6.83)
H (15.99, 13.62, 7.29)
O (6.41, 7.51, 14.72)
S (6.89, 8.57, 13.87)
O (6.11, 8.98, 12.73)
C (7.25, 10.06, 14.87)
C (8.65, 10.54, 14.44)
C (9.53, 9.31, 14.11)
C (8.69, 8.26, 13.35)
H (7.22, 9.70, 15.90)
H (6.43, 10.73, 14.66)
H (8.56, 11.22, 13.59)
H (9.08, 11.15, 15.24)
H (9.90, 8.88, 15.04)
H (10.39, 9.60, 13.51)
H (8.92, 7.23, 13.63)
H (8.66, 8.41, 12.27)
O (11.59, 13.03, 17.60)
S (12.78, 12.92, 16.79)
O (13.58, 11.73, 16.88)
C (12.41, 13.28, 15.04)
C (13.39, 14.41, 14.63)
C (14.48, 14.70, 15.71)
C (13.90, 14.31, 17.06)
H (11.36, 13.58, 14.99)
H (12.50, 12.34, 14.49)
H (13.88, 14.17, 13.68)
H (12.80, 15.31, 14.54)
H (14.70, 15.77, 15.69)
H (15.42, 14.16, 15.53)
H (13.28, 15.11, 17.46)
H (14.62, 13.98, 17.81)
C (7.55, 13.84, 9.13)
O (8.96, 13.58, 9.25)
H (7.25, 13.86, 8.08)
H (7.03, 13.02, 9.61)
H (7.31, 14.79, 9.59)
H (9.36, 13.76, 8.40)
C (11.33, 11.87, 11.57)
O (10.32, 11.42, 10.68)
H (11.13, 12.91, 11.88)
H (11.29, 11.24, 12.47)
H (12.34, 11.77, 11.17)
H (10.01, 12.16, 10.16)

Output
**Kohn-Sham gap**: 9.7 eV
**SMILES**: O=S1(=O)CCCC1.O=S1(=O)CCCC1.O=S1(=O)CCCC1.O=S1(=O)CCCC1.O=S1(=O)CCCC1.CO.CO

***

An isolated molecule of C5H5NO at a distorted geometry, computed with the ωB97M-V functional and the def2-TZVPD basis.

Geometry (Å):
C (-0.52, 1.08, -0.08)
C (-1.85, 0.83, 0.07)
C (-0.95, -1.18, -0.03)
C (0.14, -0.35, 0.02)
C (1.60, -0.53, 0.04)
N (2.25, 0.57, 0.03)
O (-2.10, -0.49, 0.04)
H (-0.10, 2.05, -0.18)
H (-2.81, 1.31, 0.17)
H (-0.86, -2.18, -0.10)
H (1.94, -1.53, -0.06)
H (3.25, 0.41, 0.09)

Output
**Kohn-Sham gap (spin up / spin down)**: 6.2 / 6.9 eV
**Spin multiplicity**: 3

***

A structure of composition C27H34CoGe2N6P, computed with the ωB97M-V functional and the def2-TZVPD basis.

Geometry (Å):
Co (-0.53, 0.71, 0.56)
C (4.78, 0.21, 0.21)
N (3.38, -0.07, -0.13)
C (2.97, -0.99, -1.06)
C (1.61, -0.95, -1.08)
N (1.18, -0.01, -0.17)
C (2.28, 0.51, 0.39)
P (2.31, 1.82, 1.67)
C (1.07, 1.10, 2.81)
N (-0.15, 0.69, 2.44)
C (-0.77, 0.17, 3.56)
C (0.10, 0.29, 4.60)
N (1.24, 0.86, 4.12)
C (2.44, 1.14, 4.92)
C (1.12, 2.93, 0.82)
N (-0.07, 2.53, 0.37)
C (-0.66, 3.59, -0.26)
C (0.20, 4.64, -0.19)
N (1.31, 4.21, 0.49)
C (2.49, 5.03, 0.77)
H (5.41, -0.43, -0.39)
H (5.01, 1.25, 0.00)
H (4.96, 0.00, 1.26)
H (3.67, -1.58, -1.62)
H (0.93, -1.52, -1.68)
H (-1.77, -0.22, 3.54)
H (-0.01, 0.01, 5.64)
H (2.15, 1.19, 5.96)
H (3.17, 0.34, 4.79)
H (2.87, 2.09, 4.62)
H (-1.64, 3.53, -0.71)
H (0.11, 5.65, -0.55)
H (2.21, 6.08, 0.70)
H (2.86, 4.83, 1.77)
H (3.27, 4.83, 0.04)
C (-4.42, -1.99, -2.12)
Ge (-2.56, -1.59, -1.66)
C (-1.54, -0.53, -2.94)
C (-1.53, -3.06, -0.92)
Ge (-3.27, -0.03, 0.22)
C (-3.98, -0.76, 1.81)
C (-4.77, -0.04, 2.72)
C (-5.33, -0.67, 3.81)
C (-5.13, -2.04, 4.00)
C (-4.36, -2.77, 3.11)
C (-3.78, -2.14, 2.03)
C (-3.67, 1.79, -0.19)
C (-3.79, 2.12, -1.55)
C (-4.22, 3.39, -1.92)
C (-4.47, 4.34, -0.94)
C (-4.30, 4.04, 0.41)
C (-3.90, 2.77, 0.79)
H (-4.42, -2.71, -2.93)
H (-4.94, -1.09, -2.46)
H (-4.94, -2.42, -1.27)
H (-1.00, -1.20, -3.60)
H (-0.81, 0.12, -2.44)
H (-2.19, 0.10, -3.55)
H (-0.97, -3.53, -1.73)
H (-2.17, -3.82, -0.48)
H (-0.82, -2.73, -0.16)
H (-4.98, 1.01, 2.56)
H (-5.95, -0.12, 4.50)
H (-5.59, -2.53, 4.85)
H (-4.21, -3.84, 3.26)
H (-3.16, -2.72, 1.34)
H (-3.58, 1.39, -2.32)
H (-4.35, 3.63, -2.96)
H (-4.80, 5.33, -1.23)
H (-4.48, 4.80, 1.16)
H (-3.77, 2.56, 1.84)

Output
**Kohn-Sham gap (spin up / spin down)**: 6.8 / 6.7 eV
**Spin multiplicity**: 2
**Net charge**: +3

***

A structure of composition C17H31N4OPb at a distorted geometry, computed with the ωB97M-V functional and the def2-TZVPD basis.

Geometry (Å):
Pb (3.66, 3.14, 1.08)
C (1.78, 0.30, 0.56)
O (2.60, 1.21, -0.11)
H (0.75, 0.22, 0.19)
H (2.12, -0.74, 0.52)
H (1.64, 0.62, 1.60)
C (-2.01, 4.19, -0.97)
C (-1.13, 3.12, -1.67)
C (0.30, 3.66, -1.90)
C (0.94, 3.98, -0.61)
N (1.41, 4.21, 0.41)
H (-3.03, 4.27, -1.33)
H (-1.52, 5.13, -1.19)
H (-2.11, 3.93, 0.09)
H (-1.53, 2.90, -2.66)
H (-1.03, 2.18, -1.13)
H (0.26, 4.55, -2.54)
H (0.85, 2.87, -2.42)
C (-0.27, -4.02, 3.41)
C (0.76, -3.68, 2.31)
C (2.26, -3.96, 2.62)
C (2.61, -5.13, 3.48)
N (2.77, -6.01, 4.20)
H (0.13, -3.37, 4.19)
H (-0.26, -5.07, 3.71)
H (-1.22, -3.75, 2.94)
H (0.72, -2.64, 1.98)
H (0.53, -4.30, 1.44)
H (2.78, -3.08, 3.01)
H (2.74, -4.10, 1.64)
C (0.36, -0.31, -3.20)
C (-0.10, 0.50, -4.44)
C (0.49, 0.05, -5.78)
C (1.91, -0.26, -5.75)
N (3.03, -0.53, -5.78)
H (1.44, -0.24, -3.07)
H (0.31, -1.40, -3.26)
H (-0.03, -0.16, -2.20)
H (0.14, 1.55, -4.27)
H (-1.18, 0.34, -4.52)
H (0.36, 0.78, -6.57)
H (0.04, -0.88, -6.12)
C (-2.29, 0.51, 3.98)
C (-1.18, -0.04, 3.04)
C (-1.84, -0.69, 1.74)
C (-2.66, 0.20, 0.93)
N (-3.31, 0.84, 0.23)
H (-3.09, -0.22, 4.15)
H (-2.87, 1.34, 3.58)
H (-1.89, 0.68, 4.98)
H (-0.66, -0.85, 3.55)
H (-0.56, 0.77, 2.67)
H (-2.66, -1.30, 2.14)
H (-1.24, -1.31, 1.09)

Output
**Kohn-Sham gap**: 6.6 eV
**Net charge**: +1

***

A cluster of 2 separate species, C4H4N2O2 in total at a distorted geometry, computed with the ωB97M-V functional and the def2-TZVPD basis.

Geometry (Å):
N (2.53, -0.42, -0.30)
C (1.67, 0.19, -0.88)
C (0.61, 0.85, -1.19)
C (-0.76, 0.41, -1.30)
O (-1.26, -0.69, -1.49)
H (3.36, -0.92, -0.53)
H (0.69, 1.91, -1.23)
H (-1.31, 1.29, -1.34)
N (-1.65, -1.09, 2.55)
C (-1.18, -0.24, 1.85)
O (-0.85, 0.71, 1.25)
H (-1.84, -2.00, 2.61)

Output
**Kohn-Sham gap**: 10.0 eV
**SMILES**: N=C=CC=O.N=C=O